[1]
Density functional theory data (ωB97M-V/def2-TZVPD) for C8H18BrN4Pd as an isolated structure in a non-equilibrium geometry.

Computed properties:
**LUMO**: -7.39 eV
**Highest occupied orbital energy**: -0.4384 Ha
**Electronic energy**: -88057.86547 eV
**Kohn-Sham gap**: 0.167 Eh

The geometry in ORCA input format:
```
! RIJCOSX wB97M-V def2-TZVPD def2/J DEFGRID3
* xyz 1 1
N -4.22337 -1.60481 -0.30902
C -3.11948 -1.67059 -0.90899
N -2.97813 -1.53715 -2.31893
N -1.94273 -1.90892 -0.11454
C -0.85899 -0.95138 -0.31545
C -0.07583 -0.72156 0.99702
C 1.36778 -1.21204 1.05075
C 2.35869 -0.83976 -0.20579
N 1.84282 0.27864 -0.78707
C 2.08902 1.50575 -0.17739
C 0.99153 2.55828 -0.42751
C 0.42102 3.10089 0.88702
Br -1.49587 3.30613 0.79048
H -4.97660 -1.49585 -0.98904
H -2.89593 -0.57163 -2.61583
H -2.18571 -2.05130 -2.68369
H -1.61767 -2.84859 -0.32577
H -1.30112 0.00107 -0.61965
H -0.17422 -1.24185 -1.12751
H -0.11973 0.33475 1.28173
H -0.60376 -1.26475 1.78517
H 1.41049 -2.30198 1.08099
H 1.89021 -0.78745 1.94497
H 3.34689 -0.66883 0.24368
H 2.35401 -1.68287 -0.89734
H 2.39570 1.38679 0.87921
H 3.03192 1.81156 -0.69525
H 0.20603 2.06784 -1.00362
H 1.36920 3.37224 -1.04604
H 0.59944 2.42561 1.72384
H 0.83370 4.07225 1.14804
Pd 2.06069 -0.86051 3.75554
*
```



[2]
Density functional theory data (ωB97M-V/def2-TZVPD) for one molecule with the formula C8H18BrPS in a non-equilibrium geometry.

Computed properties:
**LUMO**: 0.64 eV
**Highest occupied orbital energy**: -0.3280 Ha
**ΔE to the lowest compared entry with this formula, charge and spin**: 0.0 kJ/mol
**Electronic energy**: -98754.63760 eV
**SMILES**: CC(C)CP(=S)(Br)CC(C)C
**Kohn-Sham gap**: 0.351 Eh

The geometry in ORCA input format:
```
! RIJCOSX wB97M-V def2-TZVPD def2/J DEFGRID3
* xyz 0 1
C 1.92165 -1.65574 0.24736
C 0.69282 -2.31508 0.73436
C 0.92054 -3.80550 0.51758
C -0.44468 -1.90486 -0.08157
P -1.15465 -0.26364 0.29911
S -1.10203 0.15976 2.19110
Br -3.22257 -0.53120 -0.41620
C -0.77387 1.11872 -0.98324
C -0.24590 2.36879 -0.11761
C -1.41649 3.09459 0.43680
C 0.63769 3.31804 -0.93724
H 1.91162 -1.54552 -0.78606
H 2.76580 -2.25657 0.39913
H 2.04574 -0.68773 0.65532
H 0.53148 -2.08184 1.79924
H 1.09930 -4.02525 -0.49583
H 1.67323 -4.12832 1.19457
H 0.00130 -4.29540 0.80670
H -1.42576 -2.62651 -0.03329
H -0.34573 -2.10249 -1.19167
H -0.21034 0.80122 -1.79860
H -1.75189 1.35367 -1.39703
H 0.39010 1.96726 0.76700
H -2.19819 3.24129 -0.34735
H -1.04341 3.91485 0.97051
H -1.93609 2.55606 1.23014
H 0.12180 3.32605 -1.93468
H 0.93749 4.22639 -0.54041
H 1.62103 2.77896 -1.18813
*
```



[3]
Density functional theory data (ωB97M-V/def2-TZVPD) for a 8-piece molecular cluster, C8H18Cl12N2O4 overall in a non-equilibrium geometry.

Computed properties:
**LUMO**: -0.18 eV
**Highest occupied orbital energy**: -0.3903 Ha
**ΔE to the lowest compared entry with this formula, charge and spin**: 51.0 kJ/mol
**Electronic energy**: -170021.68628 eV
**SMILES**: C[N+](=O)[O-].C[N+](=O)[O-].ClCCl.ClCCl.ClCCl.ClCCl.ClCCl.ClCCl
**Kohn-Sham gap**: 0.384 Eh

The geometry in ORCA input format:
```
! RIJCOSX wB97M-V def2-TZVPD def2/J DEFGRID3
* xyz 0 1
C -7.42087 27.77793 -11.96732
N -8.73228 27.59106 -12.64306
O -8.78155 27.89590 -13.81902
O -9.64171 27.07759 -12.02945
H -7.31581 27.06412 -11.16057
H -7.38576 28.80561 -11.60954
H -6.65951 27.68954 -12.73478
C -12.60385 26.83160 -12.27818
N -13.85702 27.51021 -11.89000
O -14.09840 28.59045 -12.39793
O -14.53503 26.97801 -11.03153
H -12.81913 25.79831 -12.53945
H -11.97831 26.79120 -11.38557
H -12.04659 27.32233 -13.06687
Cl -12.11931 27.92626 -8.13543
C -13.83919 28.35000 -7.81054
Cl -14.22792 28.04596 -6.15112
H -13.93231 29.40810 -8.02511
H -14.45997 27.74555 -8.46298
Cl -15.12378 31.64101 -12.97591
C -14.12844 31.54539 -14.42415
Cl -13.10626 32.98576 -14.60690
H -13.47204 30.68325 -14.36334
H -14.78514 31.40529 -15.27612
Cl -12.58064 25.00644 -15.54544
C -11.15439 24.10545 -15.01106
Cl -9.71253 25.12480 -15.00212
H -11.32252 23.70994 -14.01584
H -10.94146 23.30185 -15.70682
Cl -17.67147 30.56365 -10.41691
C -17.75124 30.05492 -12.11586
Cl -19.34801 29.35396 -12.52053
H -17.66752 30.92648 -12.74423
H -16.98878 29.30574 -12.28236
Cl -16.82718 21.59557 -12.31604
C -15.12117 22.07330 -12.23660
Cl -14.97067 23.76449 -12.76135
H -14.73821 21.94777 -11.23003
H -14.56502 21.43551 -12.91452
Cl -16.79744 23.54520 -8.66824
C -17.03577 24.74333 -9.95993
Cl -17.30885 26.36651 -9.31498
H -16.15665 24.80988 -10.59060
H -17.86473 24.45629 -10.59785
*
```



[4]
Density functional theory data (ωB97M-V/def2-TZVPD) for a 7-piece molecular cluster, C8H18Cl12N3O2 overall in a non-equilibrium geometry.

Computed properties:
**LUMO**: 1.96 eV
**Highest occupied orbital energy**: -0.1420 Ha
**Electronic energy**: -167422.07870 eV
**Kohn-Sham gap**: 0.214 Eh

The geometry in ORCA input format:
```
! RIJCOSX wB97M-V def2-TZVPD def2/J DEFGRID3
* xyz -1 1
N -0.34752 4.37307 -1.69212
N -1.16823 3.30729 -1.27976
C -0.65506 2.59919 -0.10402
N 0.54970 1.80337 -0.34863
C -0.53154 3.54898 1.17264
O -1.26571 4.55136 1.30516
O 0.31489 3.25465 2.11458
H 0.60942 4.09390 -1.86990
H -0.41875 5.19082 -1.08379
H -2.10396 3.67350 -1.07645
H -1.45855 1.85769 0.18356
H 1.02697 1.51447 0.51081
H 1.21213 2.26402 -0.96799
C 2.69058 -0.28060 2.99867
Cl 2.29592 1.19860 2.11367
Cl 1.51172 -1.55810 2.66065
H 3.67464 -0.62504 2.69981
H 2.68264 -0.06559 4.06397
C -2.03209 -3.38364 1.14657
Cl -0.76211 -4.24254 2.03699
Cl -1.35884 -2.06719 0.18324
H -2.53292 -4.08399 0.48508
H -2.74443 -2.97284 1.85752
C 7.07431 0.52949 2.04595
Cl 7.16500 -1.22877 2.23092
Cl 5.41260 1.10763 2.19116
H 7.67896 0.99515 2.81918
H 7.45639 0.79937 1.06553
C 1.79300 -5.99939 -0.32744
Cl 3.47985 -5.69934 -0.76307
Cl 0.81127 -6.33877 -1.75916
H 1.74856 -6.85452 0.34070
H 1.39543 -5.11914 0.17153
C -4.08725 -4.58826 -2.39120
Cl -2.89031 -3.78466 -3.40992
Cl -4.34952 -3.70146 -0.88327
H -5.02760 -4.64731 -2.93160
H -3.73359 -5.58774 -2.15376
C -4.57473 5.37669 -2.67819
Cl -5.69376 4.63990 -3.83643
Cl -4.01729 4.20569 -1.48316
H -3.71440 5.76284 -3.21768
H -5.08444 6.18708 -2.16511
*
```